ORCA calculation (the ωB97M-V functional and the def2-TZVPD basis) on 4 unconnected molecules or ions with the total composition C16H44BrN3O2 at a distorted geometry.

Electronic energy (Eh): -3524.23005
Total charge: +2
Max |F| (eV/A): 1.4
Kohn-Sham gap (eV): 8.670
Energy relative to the best compared isomer or geometry (same formula, charge and spin) (eV): 0.000

Structure (XYZ):
```
66
Properties=species:S:1:pos:R:3:forces:R:3:lowdin_charge:R:1
N -0.3436 3.6587 -3.2740 -0.289 0.151 -0.633 0.238
H -0.9930 3.6715 -2.4900 0.177 -0.149 0.123 0.132
H 0.0299 4.6003 -3.4045 0.070 -0.075 -0.046 0.147
H -0.8518 3.3736 -4.1131 0.018 0.171 -0.007 0.143
H 0.4523 2.9821 -3.1003 0.308 -0.091 0.710 -0.108
Br 1.9518 1.9878 -1.8399 -0.462 -0.065 -0.153 -0.149
C 0.0592 3.6097 1.2254 -0.023 0.404 -0.774 -0.070
C 0.8646 3.5077 2.4949 0.048 0.537 0.069 -0.167
N 1.2125 2.1020 2.9333 -0.140 0.224 0.202 -0.273
C 2.2215 1.5895 1.9618 0.237 -0.621 0.125 0.002
C 1.8375 2.2306 4.3069 0.670 1.030 -0.035 -0.170
C 2.1435 0.9446 5.0109 -0.064 -0.695 -0.092 -0.046
C 0.0355 1.1713 2.9435 0.427 -0.085 -0.061 -0.096
C -1.0747 1.6178 3.8569 -0.703 0.490 0.073 -0.226
O -2.1637 0.7825 3.5846 -0.092 -0.191 -0.243 -0.175
C -3.3450 1.1398 4.3103 0.448 -0.279 0.350 -0.059
H -0.3083 4.6328 1.1108 0.075 0.025 0.321 0.097
H -0.8295 2.9819 1.2049 0.028 -0.101 0.123 0.080
H 0.6477 3.4415 0.3206 0.055 -0.376 0.132 0.009
H 0.3630 4.0583 3.2890 -0.152 -0.507 0.263 0.130
H 1.8345 3.9991 2.4133 -0.037 0.036 -0.261 0.139
H 2.5807 0.6135 2.2859 -0.152 0.007 0.098 0.103
H 3.0747 2.2613 1.9568 -0.082 0.132 -0.201 0.122
H 1.7748 1.4767 0.9758 0.054 0.288 -0.050 0.026
H 1.2497 2.9526 4.8730 -0.446 -0.463 0.130 0.134
H 2.7554 2.8013 4.1323 0.090 -0.247 -0.087 0.140
H 2.6393 1.1183 5.9628 -0.022 0.251 -0.006 0.104
H 2.8245 0.3303 4.4194 0.014 0.001 0.061 0.086
H 1.2577 0.3431 5.2157 -0.023 0.091 0.089 0.083
H 0.4132 0.1965 3.2464 -0.028 -0.010 -0.017 0.137
H -0.3001 1.0849 1.9146 -0.180 0.026 0.010 0.129
H -1.3859 2.6524 3.6417 0.265 0.020 0.000 0.128
H -0.7787 1.5951 4.9143 0.024 -0.162 -0.026 0.138
H -3.3717 2.2204 4.4643 -0.203 -0.004 -0.020 0.092
H -3.3326 0.6239 5.2739 -0.049 0.194 0.076 0.098
H -4.2173 0.7988 3.7629 0.061 0.057 -0.198 0.094
C 1.4505 -1.4747 -4.1051 0.403 1.314 0.367 -0.053
C 1.0113 -2.7344 -3.4219 -0.248 -0.318 -0.132 -0.156
N 0.0834 -2.5188 -2.2415 -0.068 -0.615 -0.080 -0.273
C -0.1303 -3.8580 -1.5961 0.108 0.242 -0.008 0.036
C 0.7014 -1.5754 -1.2388 0.184 0.468 -0.506 -0.201
C 2.0869 -1.9465 -0.7625 0.235 -0.151 0.025 -0.050
C -1.2459 -1.9341 -2.6503 0.035 0.595 0.488 -0.086
C -2.1007 -2.7282 -3.6124 0.737 0.329 -0.533 -0.228
O -2.7616 -3.7369 -2.9218 -0.232 0.033 -0.105 -0.187
C -3.7034 -4.4227 -3.7371 -0.480 0.011 0.016 -0.065
H 0.6223 -0.8352 -4.4178 -0.142 -0.346 -0.273 0.082
H 2.0931 -1.6483 -4.9649 -0.182 -0.370 -0.081 0.102
H 2.0279 -0.7993 -3.4634 0.082 -0.292 0.108 0.047
H 1.8218 -3.3418 -3.0266 0.226 0.215 -0.100 0.132
H 0.4790 -3.3692 -4.1276 -0.077 -0.089 0.130 0.125
H -0.7041 -3.7047 -0.6861 -0.022 -0.079 0.022 0.123
H 0.8520 -4.2617 -1.3795 -0.078 -0.165 0.127 0.100
H -0.6773 -4.5104 -2.2651 -0.004 0.012 -0.072 0.109
H -0.0048 -1.4722 -0.4157 -0.047 -0.171 -0.025 0.132
H 0.7650 -0.6186 -1.7602 -0.078 0.117 0.244 0.034
H 2.3594 -1.2481 0.0280 -0.054 -0.054 0.067 0.077
H 2.8530 -1.8233 -1.5280 -0.137 0.012 -0.107 0.089
H 2.1639 -2.9610 -0.3731 -0.043 0.078 0.149 0.084
H -1.0380 -0.9300 -3.0183 0.087 -0.135 -0.279 0.126
H -1.7788 -1.7676 -1.7116 -0.160 -0.252 -0.064 0.145
H -1.4867 -3.1128 -4.4430 -0.009 -0.245 0.145 0.130
H -2.7532 -2.0173 -4.1389 -0.384 -0.067 0.407 0.142
H -3.2258 -4.9211 -4.5834 0.084 -0.070 0.068 0.099
H -4.4708 -3.7415 -4.1209 0.158 0.120 -0.010 0.097
H -4.2173 -5.1383 -3.1017 0.183 -0.141 -0.027 0.099
```
Positions in Å, forces in eV/Å.

***

ORCA calculation (the ωB97M-V functional and the def2-TZVPD basis) on 5 unconnected molecules or ions with the total composition C23H51N6O5.

Electronic energy (Eh): -1611.49047
Total charge: +1
Max |F| (eV/A): 0.9
Kohn-Sham gap (eV): 7.907
Energy relative to the best compared isomer or geometry (same formula, charge and spin) (eV): 0.000

Structure (XYZ):
```
85
Properties=species:S:1:pos:R:3:forces:R:3:lowdin_charge:R:1
C 1.2795 -0.6031 -1.7376 -0.028 0.151 -0.201 -0.045
C -0.1274 -0.0887 -1.3939 0.292 -0.339 0.309 -0.227
N -0.4201 1.1915 -2.0381 -0.808 -0.227 0.272 -0.064
C -1.0227 1.0664 -3.3768 0.576 0.238 -0.164 -0.139
C -2.2282 1.9504 -3.7340 -0.212 -0.132 -0.080 -0.093
C -3.6633 1.6174 -3.2211 0.109 0.328 0.041 -0.219
C -4.2503 2.6154 -2.2044 -0.061 0.066 -0.117 -0.132
C -5.3287 1.9601 -1.3402 0.086 -0.185 -0.168 -0.173
C -4.6607 0.9392 -0.4181 0.199 0.259 0.146 -0.144
C -3.6905 0.0234 -1.1783 -0.137 -0.290 0.222 -0.085
N -3.8419 0.2091 -2.6732 -0.190 -0.025 0.022 0.094
C -0.7734 2.2591 -1.1977 0.029 -0.220 -0.025 -0.493
C -0.2956 3.6122 -1.6486 -0.121 0.115 -0.095 0.016
O -1.3116 2.0901 -0.1201 0.216 0.083 -0.101 0.066
H 1.6125 -0.1879 -2.6942 -0.046 -0.120 0.061 0.060
H 2.0012 -0.3122 -0.9716 -0.022 -0.019 -0.073 0.071
H 1.2851 -1.6922 -1.8308 0.046 0.099 0.111 0.074
H -0.8541 -0.8605 -1.6837 -0.113 0.185 -0.008 0.101
H -0.2241 0.0447 -0.3156 -0.081 -0.044 -0.081 0.103
H -1.2914 0.0072 -3.4917 0.029 0.085 -0.027 0.114
H -0.2513 1.2168 -4.1412 -0.151 0.039 0.015 0.103
H -2.0477 2.9943 -3.4734 0.010 -0.102 -0.003 0.102
H -2.2643 1.9321 -4.8286 -0.042 -0.020 0.130 0.125
H -4.3205 1.6452 -4.0959 0.061 -0.185 0.111 0.151
H -4.6712 3.4389 -2.7892 0.119 -0.021 0.124 0.131
H -3.4703 3.0313 -1.5614 0.027 -0.095 -0.013 0.116
H -5.8587 2.6997 -0.7391 0.022 -0.039 -0.128 0.126
H -6.0730 1.4792 -1.9938 -0.053 0.142 0.159 0.118
H -5.3869 0.3586 0.1528 0.037 0.010 -0.149 0.122
H -4.0575 1.5020 0.3002 -0.096 -0.130 0.027 0.121
H -3.8961 -1.0325 -0.9838 0.094 0.120 -0.043 0.135
H -2.6638 0.2183 -0.8990 0.174 0.130 -0.133 0.093
H -4.8018 -0.0600 -2.8858 0.028 -0.027 -0.077 0.172
H -3.2552 -0.4548 -3.1776 0.174 0.069 0.055 0.166
H -0.2844 3.7111 -2.7329 0.047 0.018 0.013 0.072
H -0.8879 4.4050 -1.1909 0.094 -0.054 -0.034 0.093
H 0.7467 3.6984 -1.3209 -0.151 0.014 0.046 0.104
C 2.6103 -0.7735 3.3231 0.069 -0.016 0.062 -0.354
O 3.5824 -0.2268 2.8342 -0.003 -0.005 -0.040 0.005
N 1.3526 -0.3078 3.2301 -0.177 0.094 0.187 -0.188
C 0.2118 -0.9865 3.8111 0.073 -0.177 -0.099 -0.046
C 1.1005 0.9110 2.4902 0.051 -0.118 -0.203 -0.041
H 2.6774 -1.7124 3.8962 -0.007 -0.008 0.013 0.125
H -0.4894 -1.2580 3.0186 -0.102 -0.008 0.079 0.067
H -0.2973 -0.3457 4.5326 0.002 -0.008 0.015 0.096
H 0.5390 -1.8878 4.3274 0.043 0.034 0.059 0.075
H 1.4049 0.7666 1.4503 -0.019 0.172 -0.034 0.076
H 1.6560 1.7589 2.8908 0.034 -0.047 0.043 0.095
H 0.0336 1.1175 2.5303 0.010 0.081 -0.062 0.084
C 2.1827 1.0463 -6.2227 0.131 -0.025 -0.005 -0.342
O 1.7339 0.3839 -5.3006 -0.204 0.036 0.068 -0.014
N 2.9405 2.1424 -6.0616 -0.021 0.057 0.003 -0.192
C 3.4637 2.8943 -7.1859 0.005 -0.020 0.043 -0.050
C 3.2522 2.5732 -4.7086 0.002 -0.027 -0.017 -0.032
H 2.0074 0.7857 -7.2781 -0.013 -0.001 -0.004 0.136
H 4.5542 2.9079 -7.1689 0.006 -0.006 -0.009 0.094
H 3.1022 3.9236 -7.1670 -0.007 0.002 -0.008 0.091
H 3.1383 2.4287 -8.1139 0.001 0.001 -0.012 0.085
H 3.7847 1.7909 -4.1680 0.008 -0.003 0.001 0.097
H 2.3390 2.7988 -4.1551 -0.001 0.007 0.001 0.080
H 3.8726 3.4642 -4.7569 0.004 0.008 0.005 0.089
C 3.0706 -2.5387 6.7048 -0.019 -0.023 -0.042 -0.367
O 1.8662 -2.3526 6.6642 -0.029 0.006 -0.097 -0.007
N 3.9557 -1.6731 7.2241 0.023 0.035 0.039 -0.194
C 5.3797 -1.9382 7.2373 -0.038 0.032 0.001 -0.054
C 3.4564 -0.4277 7.7830 -0.004 -0.019 -0.022 -0.036
H 3.5402 -3.4508 6.3006 0.016 -0.010 0.023 0.134
H 5.7621 -1.9556 8.2593 0.005 -0.011 0.003 0.091
H 5.9205 -1.1764 6.6736 0.006 -0.006 -0.012 0.092
H 5.5702 -2.9070 6.7797 0.010 -0.008 -0.003 0.083
H 2.7619 -0.6239 8.5997 0.000 -0.002 0.006 0.094
H 2.9279 0.1487 7.0232 0.006 0.007 -0.006 0.090
H 4.2973 0.1524 8.1543 0.004 0.008 0.004 0.087
C -2.3886 -3.2477 2.1896 0.039 0.005 -0.014 -0.357
O -2.5538 -2.1868 1.6066 -0.066 0.038 -0.138 -0.022
N -1.5987 -4.2379 1.7434 -0.002 -0.012 0.010 -0.191
C -1.4305 -5.4794 2.4746 0.022 0.022 -0.018 -0.047
C -0.8867 -4.0471 0.4928 0.009 0.031 0.037 -0.040
H -2.8756 -3.4795 3.1492 -0.024 0.026 -0.005 0.139
H -0.3862 -5.6263 2.7539 0.000 0.004 0.012 0.093
H -1.7552 -6.3306 1.8742 -0.010 -0.001 0.003 0.092
H -2.0292 -5.4464 3.3822 0.000 -0.007 0.012 0.086
H -0.2252 -3.1815 0.5545 0.008 -0.001 0.001 0.085
H -1.5871 -3.8797 -0.3266 -0.003 -0.014 -0.013 0.086
H -0.2961 -4.9353 0.2843 0.006 -0.003 -0.010 0.090
```
Positions in Å, forces in eV/Å.